No. 1
Entry from the OMol25 dataset: C2H9N3O2 as an isolated structure (ωB97M-V/def2-TZVPD).

Structure (XYZ):
```
16
Properties=species:S:1:pos:R:3:lowdin_charge:R:1
C -0.5618 -0.6531 -0.6510 -0.41
C -0.3969 0.6078 -1.3007 -0.25
N -0.1062 0.9073 1.2485 -0.20
N 0.4311 -1.5787 -0.6485 0.18
N 0.8735 1.0772 2.2917 -0.13
O -1.8129 -1.0093 -0.2901 0.09
O 0.7696 0.7421 -2.0945 -0.06
H -1.7844 -1.5907 0.4803 0.12
H 0.6546 0.2412 -2.9119 0.09
H -1.0115 1.1215 1.6777 0.03
H 0.4538 -2.2263 0.1266 0.11
H 1.3342 -1.1892 -0.8875 0.11
H 1.7904 1.0061 1.8613 0.04
H 0.8124 0.3191 2.9739 0.04
H -1.3012 1.0155 -1.7501 0.13
H -0.1449 1.2097 -0.1257 0.12
```

## Properties
Net charge: 0
HOMO in eV: -6.51
HOMO-LUMO gap in eV: 6.870

---

No. 2
Entry from the OMol25 dataset: a 2-piece molecular cluster, C4H8Cl2N overall (ωB97M-V/def2-TZVPD).

Structure (XYZ):
```
15
Properties=species:S:1:pos:R:3:lowdin_charge:R:1
C 2.4168 0.3925 1.4041 -0.12
C 1.7775 -0.9536 1.0040 -0.75
C 1.0844 0.0586 1.8809 -0.58
C -1.9530 0.9037 -0.8985 -0.04
N -1.8507 -0.4005 -1.5285 0.14
Cl 1.2068 -1.3295 -0.5155 0.71
Cl -0.3556 0.8419 1.4227 0.73
H 3.1816 0.1927 2.0858 0.10
H 2.4758 1.0968 0.6241 0.10
H 2.2405 -1.7700 1.4695 0.08
H -1.8229 1.8443 -1.4260 0.09
H -2.8926 0.9743 -0.3368 0.09
H -2.7520 -0.4859 -2.0578 0.20
H -1.5860 -1.0346 -0.8447 0.09
H -1.1706 -0.3306 -2.2831 0.16
```

## Properties
Net charge: +1
HOMO (alpha / beta) in eV: -12.07 / -13.71
HOMO-LUMO gap (alpha / beta) in eV: 6.911 / 9.716

---

No. 3
Entry from the OMol25 dataset: a 3-piece molecular cluster, C4H12O3 overall (ωB97M-V/def2-TZVPD).

Structure (XYZ):
```
19
Properties=species:S:1:pos:R:3:lowdin_charge:R:1
C -1.0595 1.8163 -0.2865 -0.06
C -0.8028 0.4982 0.4686 -0.39
C -1.7706 0.1806 1.5313 -0.09
C 0.5159 0.7892 1.1748 -0.22
O 1.4642 0.0715 0.9525 0.04
H -1.9013 1.8274 -0.9289 0.06
H -0.2955 1.9568 -1.1078 0.10
H -1.1733 2.6278 0.4566 0.09
H -0.5128 -0.4232 -0.1158 0.13
H -2.7864 -0.0070 1.1537 0.10
H -2.0900 0.8854 2.3205 0.10
H -1.5362 -0.6432 2.0975 0.06
H 0.4486 1.6396 1.9873 0.17
O -0.2460 -2.2373 -1.5152 -0.04
H -0.6474 -1.9032 -2.3283 0.05
H 0.6586 -2.1715 -1.6154 -0.04
O 1.8398 -0.6988 -1.5477 -0.07
H 2.4574 -0.0487 -1.7759 0.01
H 1.6168 -0.5294 -0.5890 0.01
```

## Properties
SMILES: CC(C)C=O.O.O
Net charge: 0
HOMO in eV: -10.09
HOMO-LUMO gap in eV: 10.930

---

No. 4
Entry from the OMol25 dataset: C37H30BClF9N5O3PbSe as an isolated structure (ωB97M-V/def2-TZVPD).

Structure (XYZ):
```
88
Properties=species:S:1:pos:R:3:lowdin_charge:R:1
Pb 0.1105 0.5963 1.0744 1.42
C -2.2930 2.6268 3.5901 -0.07
O -2.1755 2.0203 2.3125 -0.19
C -3.2740 1.3349 1.8405 -0.30
C -4.4490 1.1977 2.5622 -0.03
C -5.5187 0.5053 2.0105 -0.08
C -5.4134 -0.0382 0.7404 -0.08
C -4.2360 0.1021 0.0245 -0.01
C -3.1497 0.7746 0.5668 -0.23
N -1.9192 0.9446 -0.1344 -0.04
N -2.0707 0.9543 -1.4030 0.11
C -1.0649 1.2967 -2.2216 -0.16
C 0.0558 2.0649 -1.7732 -0.35
O 0.1923 2.4281 -0.5711 -0.11
C 1.0007 2.5103 -2.7743 0.02
C 0.8553 2.1845 -4.0710 -0.01
C -0.2763 1.4355 -4.5513 -0.18
C -0.4091 1.1176 -5.9125 -0.04
C -1.5012 0.4194 -6.3695 -0.10
C -2.4938 0.0293 -5.4597 -0.09
C -2.3737 0.3174 -4.1204 -0.05
C -1.2591 1.0246 -3.6335 -0.11
H -3.1150 3.3449 3.6040 0.10
H -1.3581 3.1520 3.7692 0.08
H -2.4379 1.8785 4.3725 0.10
H -4.5410 1.6175 3.5529 0.10
H -6.4319 0.3987 2.5806 0.10
H -6.2455 -0.5753 0.3052 0.10
H -4.1263 -0.3192 -0.9643 0.10
H 1.8567 3.0705 -2.4215 0.12
H 1.6057 2.4887 -4.7931 0.12
H 0.3645 1.4390 -6.6006 0.11
H -1.5978 0.1778 -7.4198 0.10
H -3.3618 -0.5132 -5.8132 0.10
H -3.1259 -0.0120 -3.4185 0.10
C 0.0629 -2.1680 -3.6480 -0.02
C -0.9871 -2.1434 -2.6374 -0.24
N -1.7911 -2.0872 -1.8203 0.18
H -0.3282 -1.7601 -4.5809 0.08
H 0.4065 -3.1886 -3.8081 0.09
H 0.8975 -1.5536 -3.3131 0.08
Cl 3.9774 2.2139 0.5735 0.83
C 2.8701 3.5130 0.7230 -0.60
C 3.0899 4.6880 0.0237 -0.10
C 2.1766 5.7243 0.1192 -0.06
C 1.0408 5.6057 0.9166 -0.06
C 0.8319 4.4397 1.6136 -0.03
C 1.7392 3.3689 1.5402 -0.35
C 1.4903 2.1879 2.3073 -0.07
H 3.9713 4.7773 -0.5962 0.11
H 2.3540 6.6371 -0.4350 0.11
H 0.3258 6.4147 0.9721 0.11
H -0.0599 4.3139 2.2166 0.11
H 0.7661 2.2837 3.1069 0.06
H 2.2717 1.4560 2.4823 0.04
C -1.9348 -3.8074 1.0711 -0.02
N -0.8163 -3.7907 2.0086 -0.14
C 0.0497 -4.8297 2.2421 -0.03
C 0.9392 -4.4040 3.1680 -0.02
N 0.6021 -3.1133 3.4897 -0.09
C 1.2918 -2.3174 4.4995 -0.01
C -0.4707 -2.7443 2.7727 -0.65
Se -1.3710 -1.1043 2.8127 0.84
H -1.9180 -4.7622 0.5525 0.10
H -1.8314 -3.0031 0.3464 0.04
H -2.8703 -3.6937 1.6146 0.09
H -0.0219 -5.7608 1.7105 0.13
H 1.7981 -4.8875 3.5965 0.14
H 2.3422 -2.2379 4.2359 0.07
H 1.1714 -2.8007 5.4678 0.11
H 0.8476 -1.3283 4.5172 0.07
F 3.9873 -0.8000 1.4506 0.15
B 3.1962 -1.2633 2.4869 -1.26
F 1.7944 -1.0208 2.1445 -0.03
F 3.4330 -0.5610 3.6717 0.13
F 3.3257 -2.6402 2.6694 0.14
F 4.9652 -3.9980 -1.0925 0.12
C 3.9847 -3.0976 -0.9963 -0.14
C 4.1227 -1.8441 -1.5641 -0.14
F 5.2438 -1.5350 -2.2199 0.12
C 3.1110 -0.9088 -1.4523 -0.16
F 3.2794 0.2842 -2.0319 0.10
C 1.9252 -1.1813 -0.7682 -0.29
O 0.9483 -0.2884 -0.6947 -0.20
C 1.8090 -2.4655 -0.2390 -0.15
F 0.6754 -2.7943 0.4049 0.09
C 2.8132 -3.4058 -0.3295 -0.14
F 2.6494 -4.6129 0.2186 0.12
```

## Properties
Net charge: 0
HOMO in eV: -7.38
HOMO-LUMO gap in eV: 5.269

---

No. 5
Entry from the OMol25 dataset: C2H5BrI2OSi in the gas phase (ωB97M-V/def2-TZVPD).

Structure (XYZ):
```
12
Properties=species:S:1:pos:R:3:lowdin_charge:R:1
C -0.7021 -0.1348 1.3274 -0.12
C -1.1700 0.4093 0.0033 -0.34
O -0.3180 -0.0218 -1.0005 -0.40
Si 1.2991 -0.1392 -1.1957 -0.82
Br 1.6434 -0.2486 -3.4035 0.30
I 2.3232 1.6834 0.0535 0.51
I 2.2818 -2.2534 -0.4463 0.44
H 0.3370 -0.0075 1.4275 -0.02
H -1.1722 0.4270 2.0717 0.06
H -0.9605 -1.1913 1.3829 0.09
H -1.3384 1.5818 0.0032 0.15
H -2.2232 -0.1049 -0.2234 0.16
```

## Properties
SMILES: CCO[Si](Br)(I)I
Net charge: 0
HOMO in eV: -9.74
HOMO-LUMO gap in eV: 9.486

---

No. 6
Entry from the OMol25 dataset: C19H29N3O6S in the gas phase (ωB97M-V/def2-TZVPD).

Structure (XYZ):
```
58
Properties=species:S:1:pos:R:3:lowdin_charge:R:1
C 4.3194 0.2583 0.7055 0.01
C 3.1837 -0.5694 1.2516 -0.50
O 2.3614 -0.0942 2.0221 0.02
N 3.1386 -1.8728 0.8933 -0.06
C 3.8182 -2.4583 -0.2329 -0.12
C 2.8591 -2.5898 -1.4357 -0.11
C 1.3925 -2.6272 -0.9855 -0.31
N 0.7825 -1.3117 -0.7556 -0.17
C -0.6665 -1.3766 -0.6002 -0.20
C -1.1398 -1.1090 0.8284 -0.13
C -2.6700 -1.2040 0.9183 -0.20
O -3.3663 -0.3462 0.0490 -0.12
C -3.3971 1.0367 0.3807 -0.44
C -4.0238 1.7333 -0.8238 -0.03
C -4.2050 1.3276 1.6476 -0.03
S 1.1426 -0.0698 -1.8379 0.71
O 2.5404 0.2526 -1.7971 -0.28
O 0.5824 -0.3464 -3.1317 -0.27
C 0.2938 1.3518 -1.1317 -0.25
C 0.5798 1.7592 0.1608 -0.03
C -0.0133 2.9131 0.6455 0.03
C -0.8705 3.6342 -0.1783 -0.15
N -1.5323 4.8089 0.3450 -0.36
O -2.4277 5.2846 -0.3186 0.08
O -1.1636 5.2318 1.4170 0.09
C -1.1278 3.2414 -1.4867 0.01
C -0.5326 2.0880 -1.9635 -0.03
C 1.3373 -3.4513 0.3069 -0.11
C 2.0846 -2.7149 1.4249 -0.12
H 4.1440 0.4502 -0.3508 0.06
H 5.2756 -0.2408 0.8385 0.08
H 4.3344 1.2064 1.2371 0.09
H 4.6828 -1.8622 -0.5120 0.12
H 4.1694 -3.4503 0.0748 0.13
H 3.0696 -3.5238 -1.9597 0.12
H 3.0113 -1.7745 -2.1355 0.09
H 0.8142 -3.1375 -1.7737 0.15
H -1.0369 -2.3534 -0.9298 0.14
H -1.1213 -0.6328 -1.2607 0.11
H -0.7972 -0.1260 1.1507 0.10
H -0.7222 -1.8429 1.5152 0.11
H -2.9873 -2.2069 0.6156 0.13
H -2.9778 -1.0478 1.9597 0.12
H -2.3678 1.4022 0.5219 0.12
H -4.0124 2.8113 -0.6912 0.07
H -5.0513 1.3997 -0.9383 0.09
H -3.4768 1.4745 -1.7259 0.07
H -4.3250 2.4015 1.7592 0.08
H -3.7072 0.9483 2.5366 0.07
H -5.1878 0.8692 1.5708 0.09
H 1.2459 1.1802 0.7828 0.09
H 0.1698 3.2560 1.6526 0.13
H -1.7852 3.8366 -2.1016 0.13
H -0.6981 1.7378 -2.9703 0.12
H 0.3098 -3.6440 0.6108 0.11
H 1.8078 -4.4146 0.1013 0.12
H 1.4156 -2.0572 1.9816 0.10
H 2.5240 -3.4390 2.1228 0.13
```

## Properties
SMILES: CC(=O)N1CCC(N(CCCOC(C)C)S(=O)(=O)c2ccc([N+](=O)[O-])cc2)CC1
Net charge: 0
HOMO in eV: -9.22
HOMO-LUMO gap in eV: 8.308

---

Max |F|? In order: 1.15; 4.96; 3.86; 1.34; 2.97; 1.31 eV/Å.